No. 1
C4H10NOS | the ωB97M-V functional and the def2-TZVPD basis

Computed properties:
Highest occupied orbital energy   -0.554 hartree
E   -18672.172 eV

ORCA input file:
```
! RIJCOSX wB97M-V def2-TZVPD def2/J DEFGRID3
* xyz 1 1
C 1.6117 0.5548 -0.5776
C 1.8173 0.2653 0.8383
C 0.3650 -0.1496 -1.1806
C -2.0464 -1.1592 0.0914
N -0.2899 0.3363 1.3878
O -1.6621 1.4689 -0.4659
S -1.0331 0.2475 -0.0318
H 1.4303 1.6455 -0.6185
H 2.4198 0.2480 -1.1234
H 1.8732 -0.7549 1.3099
H 2.3139 0.9423 1.5281
H 0.1783 0.4293 -2.2089
H 0.2814 -1.1718 -1.2767
H -2.6810 -1.2562 -0.6801
H -2.7981 -0.8114 0.8314
H -1.4870 -2.0921 0.3021
H -0.2935 1.2574 1.8744
*
```

***

No. 2
C32H46N6O2P2S2Se3V | the ωB97M-V functional and the def2-TZVPD basis

Computed properties:
Highest occupied orbital energy (spin up / spin down)   -0.143 / -0.143 hartree
E   -308942.997 eV

ORCA input file:
```
! RIJCOSX wB97M-V def2-TZVPD def2/J DEFGRID3
* xyz -1 1
V -0.6645 -0.0299 0.8654
O -3.9471 1.7035 1.2283
C -4.0164 2.8412 2.0275
C -2.6580 3.4923 2.3715
C -3.0017 4.8786 2.9563
O -1.8839 5.6792 3.3033
C -1.7982 3.7357 1.1259
Se -0.6624 2.3214 0.2893
C -1.9134 2.6939 3.4381
Se -1.4328 0.7860 3.1042
H -3.5925 0.9645 1.7466
H -4.5370 2.6220 2.9723
H -4.6174 3.5623 1.4615
H -3.6534 4.7393 3.8300
H -3.5486 5.4589 2.2089
H -1.3624 5.2056 3.9589
H -1.0524 4.4973 1.3608
H -2.4168 4.0950 0.3013
H -2.5279 2.6431 4.3401
H -0.9724 3.1925 3.6931
C 2.5493 1.9174 0.0583
P 1.7886 0.6621 1.1763
C 2.8037 -0.7684 0.6231
N 4.1012 -0.7579 0.8344
C 4.8357 -1.7585 0.2925
C 6.2396 -1.7422 0.4189
C 6.9906 -2.7116 -0.1924
C 6.3715 -3.7352 -0.9331
C 5.0073 -3.7930 -1.0411
C 4.2115 -2.7991 -0.4368
N 2.8724 -2.7975 -0.6340
C 2.1879 -1.7817 -0.1526
P 0.4398 -1.6250 -0.6733
C -0.0724 -3.3770 -0.5893
C 0.6572 -1.4129 -2.5553
C -0.7371 -1.5639 -3.1625
C 1.1841 0.0066 -2.7697
C 1.6013 -2.3926 -3.2527
C 2.5165 1.2320 2.8369
C 4.0332 1.4316 2.8688
C 2.1448 0.1980 3.9007
C 1.8260 2.5665 3.1451
H 3.6214 1.7271 0.0092
H 2.3509 2.9150 0.4436
H 2.1119 1.8461 -0.9348
H 6.6974 -0.9442 0.9886
H 8.0701 -2.6820 -0.1180
H 6.9828 -4.4816 -1.4243
H 4.5130 -4.5718 -1.6069
H 0.6178 -3.9734 -1.1825
H -1.0969 -3.4781 -0.9436
H -0.0160 -3.7110 0.4434
H -1.4635 -0.9556 -2.6298
H -1.0584 -2.6077 -3.1451
H -0.7255 -1.2265 -4.2038
H 0.5328 0.7336 -2.2788
H 1.2104 0.2480 -3.8366
H 2.2008 0.0945 -2.3748
H 1.3141 -3.4302 -3.0864
H 2.6320 -2.2711 -2.9311
H 1.5534 -2.1974 -4.3288
H 4.5523 0.4923 2.7260
H 4.2962 1.8313 3.8529
H 4.3799 2.1367 2.1122
H 2.5126 -0.7914 3.6232
H 1.0668 0.1353 4.0331
H 2.5919 0.4753 4.8596
H 2.2588 3.3891 2.5726
H 1.9245 2.7988 4.2082
H 0.7620 2.5012 2.9150
S 0.0659 -1.7833 2.3260
C -1.3198 -2.8159 2.5132
C -1.2284 -3.8624 3.4672
N -1.1417 -4.7038 4.2497
C -2.4341 -2.6423 1.7522
S -2.5551 -1.3230 0.6157
C -3.5325 -3.5372 1.8028
N -4.4323 -4.2578 1.7780
C -4.7003 -1.8039 -2.5134
N -4.3152 -0.8376 -3.5170
C -4.7377 -0.8780 -4.8315
C -4.1889 0.1917 -5.4441
N -3.4517 0.8504 -4.4800
C -2.6972 2.0620 -4.7047
C -3.5141 0.2305 -3.2780
Se -1.9733 1.1775 -1.1641
H -5.7580 -1.7039 -2.2642
H -4.1164 -1.6143 -1.6195
H -4.5113 -2.8200 -2.8628
H -5.3772 -1.6529 -5.2175
H -4.2588 0.5388 -6.4605
H -3.3205 2.8156 -5.1879
H -1.8256 1.8685 -5.3334
H -2.3626 2.4195 -3.7338
*
```

***

No. 3
C9H14 | the ωB97M-V functional and the def2-TZVPD basis

Computed properties:
Highest occupied orbital energy   -0.325 hartree
E   -9557.851 eV
SMILES   Cc1ccccc1.CC

ORCA input file:
```
! RIJCOSX wB97M-V def2-TZVPD def2/J DEFGRID3
* xyz 0 1
C -0.3816 -0.9560 -2.8939
C -0.1529 0.3693 -2.1721
H -0.0739 -1.7573 -2.1520
H -1.3144 -0.9053 -3.4685
H 0.4044 -1.1309 -3.5651
H 0.8707 0.7034 -2.1678
H -0.3613 1.0310 -2.9981
H -0.7426 0.4638 -1.2161
C -0.3478 -1.9558 0.8204
C -1.0529 0.5169 1.0225
C 0.0160 -0.5282 1.1709
C -0.6561 1.7789 1.3075
C 0.5486 2.1033 1.9231
C 1.2044 -0.2320 1.7297
C 1.5076 1.1009 2.0623
H -2.0341 0.3884 0.6145
H -1.4741 2.5307 1.2454
H -1.3631 -2.2314 1.3562
H 0.2890 -2.8367 1.0873
H 0.8113 3.1317 2.0670
H 2.0794 -0.8734 1.8189
H 2.5496 1.1723 2.6238
H -0.3261 -1.8834 -0.2159
*
```

***

Which formula does entry 1 have?
C4H10NOS